No. 1
A structure of composition C6H14N2O2Tl at a distorted geometry, computed with ωB97M-V with the def2-TZVPD basis set.

Summary:
Multiplicity: 1
Net charge: +3
LUMO level (eV): -17.80
M (u): 350.57
Energy (eV): -18182.5100
Orbital gap (Eh): 0.0957
HOMO level (eV): -20.40

Cartesian coordinates (Å):
Tl  -1.00656  2.16556  2.28803
C  0.61457  0.48271  -2.02216
C  0.90474  1.75771  -1.30218
O  0.53042  1.90327  -0.12058
N  1.70839  2.63114  -1.90773
C  2.13091  3.89395  -1.33047
H  1.23749  0.10747  -2.82837
H  -0.46412  0.51293  -2.25038
H  0.53783  -0.32738  -1.28816
H  2.02421  2.40395  -2.85097
H  3.22504  3.97853  -1.26434
H  1.80766  3.97355  -0.29531
H  1.76898  4.70885  -1.97033
C  0.20206  -2.75897  2.62878
C  -0.81741  -1.95374  1.84262
O  -0.79366  -0.72701  1.83793
N  -1.73708  -2.65862  1.12804
C  -2.72666  -2.01895  0.30177
H  0.80685  -3.29104  1.89006
H  -0.38247  -3.40469  3.29631
H  0.87240  -2.15007  3.23050
H  -1.53043  -3.63196  0.89479
H  -3.46335  -2.76388  -0.00638
H  -2.25971  -1.69605  -0.64780
H  -3.19009  -1.13726  0.74634

Cartesian forces (eV/Å) of the 3 atoms listed first:
-0.1182 0.3019 0.3393
-1.4011 -1.1459 0.7730
0.0764 -1.9561 0.8293

---

No. 2
The molecule C4H6Cl2Si at a distorted geometry, computed with ωB97M-V with the def2-TZVPD basis set.

Summary:
Multiplicity: 1
LUMO level (eV): 0.66
M (u): 153.08
SMILES: C#CC[Si@@H](Cl)CCl
Energy (eV): -37166.6549
Orbital gap (Eh): 0.3731
HOMO level (eV): -9.49

Cartesian coordinates (Å):
C  -0.40126  0.53628  1.56704
C  -0.76697  0.01481  2.59631
C  -0.21158  1.26097  0.35081
C  0.14732  -1.33899  -0.87266
Si  0.60828  0.46176  -1.20981
Cl  -0.45580  -2.34548  -2.14876
Cl  2.62110  0.73190  -1.30633
H  -0.55185  -1.50068  0.04984
H  -1.06570  -0.47978  3.42037
H  -1.24645  1.23528  -0.11125
H  0.28421  2.25299  0.58926
H  1.11004  -1.69698  -0.61382
H  -0.07133  0.86792  -2.31100

Cartesian forces (eV/Å) of the 3 atoms listed first:
-0.4106 -0.9083 1.7036
1.2860 1.5363 -3.1989
0.4632 0.7865 -1.4478

---

No. 3
A cluster of 2 separate species, C4H10N2O4 in total at a distorted geometry, computed with ωB97M-V with the def2-TZVPD basis set.

Summary:
Multiplicity: 1
LUMO level (eV): 0.43
M (u): 150.13
SMILES: N[C@@H]1NC[C@H](O)C(=O)O1.O
Energy (eV): -15479.4090
Orbital gap (Eh): 0.3748
HOMO level (eV): -9.77

Cartesian coordinates (Å):
O  -0.72665  -1.45288  -0.93948
C  -0.71486  -1.44036  -2.35844
C  -1.44061  -2.66412  -2.91405
N  -2.86378  -2.58207  -2.65940
C  -3.49579  -1.54591  -3.37843
N  -4.82483  -1.36709  -2.96567
H  -4.86049  -1.09198  -1.98454
H  -5.31857  -0.68553  -3.52958
C  -1.39990  -0.12710  -2.74959
O  -2.73892  -0.21933  -3.21532
O  -0.75154  0.86422  -3.01051
H  -0.10314  -2.10710  -0.60988
H  0.31855  -1.40133  -2.73139
H  -1.24911  -2.72636  -3.99598
H  -1.03789  -3.58015  -2.46362
H  -3.08593  -2.51418  -1.66881
H  -3.42724  -1.69098  -4.46378
O  -2.92542  -0.00559  -0.40936
H  -3.91284  0.07156  -0.75788
H  -2.38971  -0.81103  -0.31080

Cartesian forces (eV/Å) of the 3 atoms listed first:
0.0818 -0.2743 0.5198
0.0056 -0.0497 0.3439
0.0848 0.2483 -0.0147

---

No. 4
The ion C2H5O with charge -1, computed with ωB97M-V with the def2-TZVPD basis set.

Summary:
Multiplicity: 1
Net charge: -1
LUMO level (eV): 5.12
M (u): 45.06
SMILES: CC[O-]
Energy (eV): -4201.7950
Orbital gap (Eh): 0.2588
HOMO level (eV): -1.92

Cartesian coordinates (Å):
C  -0.06320  -0.60773  0.46161
O  -1.27605  -1.16714  0.48725
C  0.05723  0.61936  -0.48252
H  0.76772  -1.30465  0.13478
H  0.30851  -0.24982  1.46552
H  1.06415  1.03531  -0.39136
H  -0.67581  1.36855  -0.17773
H  -0.18255  0.30612  -1.49756

Cartesian forces (eV/Å) of the 3 atoms listed first:
-0.0730 -0.1221 -0.0602
-0.0014 0.0002 -0.0058
-0.1419 -0.2995 0.5345

---

No. 5
A cluster of 2 separate species, C4H8N2O in total at a distorted geometry, computed with ωB97M-V with the def2-TZVPD basis set.

Summary:
Multiplicity: 1
LUMO level (alpha / beta) (eV): 0.71 / 0.72
M (u): 100.12
Energy (eV): -9300.0970
Orbital gap (alpha / beta) (Eh): 0.3327 / 0.3327
HOMO level (alpha / beta) (eV): -8.34 / -8.34

Cartesian coordinates (Å):
C  -1.31082  -0.54370  0.02896
C  -1.19358  -1.05236  1.25030
C  -0.09416  0.17083  -0.30278
C  -0.28146  1.63199  -0.28080
N  0.83915  -0.17218  0.78817
N  1.93596  -1.60730  0.05177
O  0.11782  -0.84774  1.72950
H  -1.98363  -0.60036  -0.76310
H  -1.97029  -1.55979  1.73837
H  0.14564  -0.13773  -1.33835
H  0.62943  2.18680  -0.22259
H  -0.80215  1.80021  0.74545
H  -1.02996  1.82979  -1.02962
H  2.69106  -1.11473  -0.45293
H  2.33399  -1.80706  0.95912

Cartesian forces (eV/Å) of the 3 atoms listed first:
0.4547 -0.4064 1.3344
0.8809 0.7515 -2.4885
1.2773 -0.9373 -0.9469

---

No. 6
The molecule C5H6N2S at a distorted geometry, computed with ωB97M-V with the def2-TZVPD basis set.

Summary:
Multiplicity: 1
LUMO level (eV): 0.19
M (u): 126.18
SMILES: S=CNn1cccc1
Energy (eV): -19094.8793
Orbital gap (Eh): 0.3291
HOMO level (eV): -8.76

Cartesian coordinates (Å):
C  -0.64308  1.86802  -0.20467
C  -0.14456  1.82068  1.08252
C  -0.36771  0.64659  -0.77214
C  0.33449  0.58801  1.27875
C  -0.14551  -2.18710  -0.76948
N  0.24997  -0.10791  0.16008
N  0.58005  -1.38005  -0.02128
S  0.20510  -3.79573  -1.05694
H  -1.28826  2.67572  -0.62826
H  0.07829  2.80415  1.43937
H  -0.29234  0.23126  -1.75963
H  0.94601  0.37718  2.17305
H  -1.13979  -1.86921  -0.89465
H  1.62735  -1.67161  -0.02671

Cartesian forces (eV/Å) of the 3 atoms listed first:
-1.7591 0.0628 -2.4567
-0.4051 2.0225 -0.6000
-0.1734 0.4740 -1.4749